Formula: C5H8N2
Source: the Open Molecules 2025 dataset
Level of theory: the ωB97M-V functional and the def2-TZVPD basis

Geometry as XYZ:
```
15
Properties=species:S:1:pos:R:3
C 1.5818 1.0697 0.3839
C 0.1653 0.5548 0.4555
C -0.6284 0.2711 -0.8119
C -0.0813 0.3119 -2.1737
N 0.3688 0.3783 -3.2398
N -0.1369 -0.7787 0.0352
C -1.0782 -1.5668 0.7830
H 2.0698 0.6790 -0.5115
H 1.5754 2.1655 0.3299
H 2.1669 0.7808 1.2601
H -0.3958 0.9119 1.3455
H -1.6723 0.5987 -0.7855
H -1.9009 -0.9863 1.2306
H -0.5289 -2.0706 1.5815
H -1.5054 -2.3193 0.1172
```

Summary:
- charge = 0
- HOMO-LUMO gap (eV) = 10.8
- E_HOMO (eV) = -9.84
- E_tot (Ha) = -304.77403
- SMILES string = C[C@H]1[C@@H](C#N)N1C

Formula: C10H40N14O10
Source: the Open Molecules 2025 dataset
Level of theory: the ωB97M-V functional and the def2-TZVPD basis

Geometry as XYZ:
```
74
Properties=species:S:1:pos:R:3
C -9.0711 -4.9315 10.8861
O -9.6536 -5.6430 9.7702
H -8.9209 -3.9502 10.4977
H -9.6017 -4.9276 11.8707
H -8.1497 -5.3757 11.1103
H -10.5451 -5.8493 9.9442
C -7.9198 -1.5341 13.2291
O -9.0647 -2.4398 13.3137
H -7.1334 -2.1015 13.6451
H -7.8049 -1.2664 12.1916
H -8.0790 -0.6940 13.9614
H -9.0704 -2.9628 12.5385
C -5.3578 0.5853 9.9670
O -6.7556 0.4175 10.1110
H -5.0199 0.8197 10.9888
H -4.9643 -0.3392 9.6411
H -5.1392 1.3406 9.2240
H -7.2142 1.0205 9.5007
C -11.9848 -2.9032 15.2254
O -12.0136 -1.6733 15.3984
N -10.8814 -3.6186 14.7364
N -13.1567 -3.6045 15.5729
H -10.1458 -3.0353 14.3190
H -11.1121 -4.4961 14.3648
H -14.0190 -3.0825 15.6084
H -13.2689 -4.6052 15.2936
C -10.5203 0.7691 10.1006
O -10.3532 -0.3690 9.7150
N -9.5700 1.5643 10.6782
N -11.7499 1.3564 10.1072
H -8.7188 1.1034 11.0179
H -9.6832 2.5964 10.5708
H -12.3054 0.8571 9.4508
H -12.0478 2.0362 10.7519
C -11.9739 -3.1613 10.7300
O -12.3840 -4.2492 11.1538
N -11.6039 -2.1536 11.6267
N -11.7590 -2.8892 9.3919
H -11.8459 -2.4651 12.5831
H -11.4258 -1.2101 11.3451
H -11.0166 -2.1968 9.2488
H -11.5050 -3.7538 8.8287
C -7.9831 -1.2199 17.1279
O -6.7744 -1.3513 16.8125
N -8.6858 -2.2349 17.7459
N -8.6985 -0.0780 16.9016
H -9.6045 -2.2133 18.0994
H -8.2627 -3.1079 17.7354
H -9.6749 -0.1581 16.9204
H -8.3490 0.6169 16.2239
C -6.3262 1.8946 14.8900
O -7.5673 1.8411 14.9253
N -5.6333 3.0063 14.3975
N -5.5387 0.9669 15.4545
H -4.8666 2.8313 13.7880
H -6.2424 3.7025 14.0019
H -4.5770 1.2124 15.5180
H -5.8915 0.1241 15.9460
C -8.4987 3.9722 12.1466
O -7.3120 3.8866 12.0337
N -9.3265 4.3885 11.1115
N -9.0552 3.7161 13.3652
H -10.1522 4.8394 11.3692
H -8.9054 4.9177 10.3726
H -8.4321 3.2844 14.0681
H -9.9628 3.2863 13.3574
C -11.5529 1.1537 13.4615
O -11.4819 2.1590 12.8016
N -12.7126 0.6715 14.0334
N -10.4688 0.4670 13.7554
H -13.5398 1.2201 14.1548
H -12.8201 -0.2096 14.4759
H -9.5731 0.9006 13.5645
H -10.5764 -0.1725 14.4738
```

Summary:
- charge = 0
- HOMO-LUMO gap (eV) = 10.0
- E_HOMO (eV) = -9.45
- E_tot (Ha) = -1924.25763
- SMILES string = NC(N)=O.NC(N)=O.NC(N)=O.NC(N)=O.NC(N)=O.NC(N)=O.NC(N)=O.CO.CO.CO

Formula: C6H38NO13
Source: the Open Molecules 2025 dataset
Level of theory: the ωB97M-V functional and the def2-TZVPD basis

Geometry as XYZ:
```
58
Properties=species:S:1:pos:R:3
C 3.2155 0.6098 -1.3198
N 2.2514 -0.0552 -0.4592
C 1.3137 0.8259 0.2331
C 1.4485 0.6129 1.7616
C 2.8912 1.0525 2.0969
C 1.1589 -0.8021 2.2141
C -0.1499 0.6032 -0.1922
O -0.5084 1.2152 -1.4178
H 3.1827 1.7014 -1.3191
H 3.2288 0.1502 -2.3153
H 4.2466 0.4846 -0.9313
H 1.8443 -0.8833 -0.8648
H 1.4942 1.8999 0.0857
H 0.9215 1.3907 2.3221
H 2.9973 2.1184 1.8310
H 3.7699 0.6232 1.6293
H 3.1535 0.9948 3.1566
H 1.0510 -0.8721 3.2964
H 1.9035 -1.5050 1.8479
H 0.1947 -1.1125 1.7893
H -0.7482 1.1298 0.5534
H -0.2842 -0.4803 -0.2249
H -0.4512 -0.9961 -3.9779
H -1.7616 -1.1529 -2.9256
O -1.0105 -0.6271 -3.2995
H 0.3806 -3.0631 -1.3177
H 0.1562 -1.7180 -2.0703
O 0.8372 -2.3479 -1.7926
H -0.5130 2.9496 3.0044
H -1.6603 2.7672 2.0431
O -0.9099 3.3772 2.2468
H -1.1627 4.0274 0.2661
H -0.3716 3.1065 -0.6862
O -0.5433 4.0353 -0.4739
H 2.3836 -3.0584 -1.0933
H 3.4769 -2.6374 0.0157
O 2.8549 -3.2944 -0.2827
H -1.3883 -1.9972 2.4107
H -2.4712 -1.4650 0.8518
O -2.0947 -2.3775 1.8783
H -4.0153 0.9902 0.2677
H -3.4122 1.8597 -0.8671
O -4.0228 1.8725 -0.1346
H -1.5374 -2.8793 -1.2135
H -1.0126 0.6294 -2.0026
O -2.1831 -2.3523 -1.7992
H -1.1609 -4.4455 0.2688
H -1.4697 -2.9205 0.9144
O -0.9455 -3.5344 0.0710
H -3.7327 -1.0815 0.7765
H -2.6262 -1.7248 -1.2089
O -2.9779 -0.5749 0.4369
H 1.5547 1.3567 -3.0722
H 0.3297 2.2286 -3.3246
O 1.2458 2.1026 -3.5765
H -2.5642 0.8805 1.1942
H -3.1378 0.9385 2.6858
O -2.6597 1.4239 2.0134
```

Summary:
- charge = -1
- HOMO-LUMO gap (eV) = 8.5
- E_HOMO (eV) = -5.79
- E_tot (Ha) = -1284.31085